Entry from OMol25: a 13-piece molecular cluster, C5H35NO14 overall (ωB97M-V/def2-TZVPD).

The electronic energy is -35904.491 eV. The energy above the lowest of the compared OMol25 structures with the same formula, charge and spin is 151.6 kcal/mol. For the LUMO energy, the calculation gives -0.3 eV. The HOMO-LUMO gap comes out at 9.8 eV.

Atoms and positions in Å:
C -1.672 -2.874 -2.351
N -1.532 -1.507 -2.226
C -1.273 -0.715 -3.504
C 0.766 -1.431 -1.031
C -0.711 -1.038 -1.112
C -1.515 -1.176 0.265
O -2.461 -0.178 0.427
O -2.060 -3.235 -3.446
H -1.707 -3.536 -1.515
H -0.283 -0.479 -3.662
H -1.869 0.222 -3.402
H -1.822 -1.369 -4.474
H 0.875 -2.448 -1.537
H 1.114 -1.600 0.004
H 1.322 -0.663 -1.433
H -0.776 0.109 -1.110
H -1.707 -2.084 0.753
H -0.709 -0.647 0.966
H -3.341 -0.356 0.037
H -1.783 -0.048 3.805
H -1.498 0.206 2.347
O -1.585 -0.487 2.973
H 3.356 -0.603 1.094
H 3.281 -1.365 2.501
O 2.840 -0.954 1.754
H 1.434 4.646 0.204
H 1.579 3.461 -0.663
O 2.167 4.192 -0.388
H 1.337 -1.436 3.044
H -0.106 -1.397 3.186
O 0.637 -1.579 3.681
H -0.361 3.432 -2.321
H -0.867 2.672 -0.969
O -0.220 2.739 -1.656
H -1.481 -3.625 2.339
H -0.049 -3.441 2.543
O -0.616 -4.221 2.416
H 1.375 1.912 -2.718
H 2.406 2.820 -2.538
O 2.280 1.964 -2.404
H -1.887 1.531 0.470
H -2.515 2.450 -0.407
O -1.887 2.499 0.334
H 3.337 3.416 0.745
H 2.701 3.032 2.033
O 3.394 2.832 1.499
H 3.608 0.975 -1.178
H 4.814 0.799 -0.396
O 4.181 0.256 -0.868
H 1.187 1.508 3.339
H 0.367 0.407 3.989
O 0.813 1.329 4.068
H -3.660 -1.540 -1.570
H -4.675 -2.008 -0.629
O -4.545 -1.365 -1.306